(1)
17
Properties=species:S:1:pos:R:3 method="wB97M-V/def2-TZVPD" largest_force_ev_per_a=3.28 orbital_gap_ev=7.5 charge=-1 de_lowest_ev=2.232
C -1.09 -0.75 1.13
C 1.08 0.55 0.80
C -0.37 1.16 2.60
C -0.09 0.29 1.64
O 0.43 1.11 -3.06
O 0.39 -0.55 -4.86
S -0.29 -1.64 -2.30
S 0.95 -0.18 -3.53
H -0.75 -1.04 0.13
H -1.04 -1.55 1.82
H -2.02 -0.28 1.45
H 1.90 0.67 1.46
H 0.95 1.49 0.34
H 1.24 -0.30 0.06
H 0.52 1.94 2.67
H -0.59 -2.15 -3.60
H -1.24 1.21 3.25

(2)
15
Properties=species:S:1:pos:R:3 method="wB97M-V/def2-TZVPD" largest_force_ev_per_a=3.75 smiles=C[C@@H]1C[C@H]1OP orbital_gap_ev=10.6 charge=0 de_lowest_ev=1.573
C -2.16 0.37 -0.62
C -0.74 -0.28 -0.71
C -0.23 -1.05 0.42
C 0.49 0.23 -0.03
O 1.80 0.01 -0.53
P 3.16 0.09 0.36
H -2.25 1.26 -1.28
H -2.32 0.63 0.46
H -2.90 -0.42 -0.86
H -0.63 -0.68 -1.78
H -0.70 -1.13 1.42
H 0.47 -1.88 0.15
H 0.37 1.18 0.55
H 3.17 1.62 0.71
H 2.48 0.06 1.73

(3)
17
Properties=species:S:1:pos:R:3 method="wB97M-V/def2-TZVPD" largest_force_ev_per_a=5.45 orbital_gap_ev=8.0 charge=0 de_lowest_ev=2.312
C -1.35 -1.69 2.91
C -0.01 1.17 -1.83
C 0.96 0.66 -0.77
C 0.28 0.55 0.54
O 1.15 0.30 1.56
P -1.12 -0.19 3.59
P -0.18 -2.35 1.78
P 0.99 -0.70 2.90
H -2.88 -2.34 2.75
H 0.51 1.34 -2.88
H -0.80 0.42 -2.21
H -0.50 2.10 -1.42
H 1.67 1.48 -0.66
H 1.48 -0.25 -0.86
H -0.53 1.21 0.77
H -0.28 -0.36 0.50
H 0.64 -3.36 2.43

(4)
16
Properties=species:S:1:pos:R:3 method="wB97M-V/def2-TZVPD" largest_force_ev_per_a=4.47 smiles=C1CCSOPC1 orbital_gap_ev="7.0 / 7.0" charge=0 de_lowest_ev=3.732
C 1.13 -0.35 -0.40
C 0.11 0.48 -1.25
C -1.40 0.50 -1.02
S -2.04 1.45 0.34
O -1.45 0.46 2.12
P -0.38 -0.67 2.17
C 1.10 -0.29 1.19
H 1.06 -1.47 -0.65
H 2.20 -0.06 -0.64
H 0.43 1.43 -1.08
H 0.22 0.02 -2.31
H -1.84 1.08 -1.74
H -1.71 -0.57 -1.14
H -0.87 -1.85 1.48
H 2.01 -0.93 1.42
H 1.43 0.76 1.51

(5)
15
Properties=species:S:1:pos:R:3 method="wB97M-V/def2-TZVPD" largest_force_ev_per_a=1.24 smiles=[O-]CCCCS orbital_gap_ev=5.6 charge=-1 de_lowest_ev=1.450
O 0.94 -1.62 -1.95
C 1.59 -0.84 -1.07
C 0.76 0.37 -0.59
C -0.09 0.00 0.61
C -1.29 0.96 0.87
S -2.88 0.13 1.06
H 2.52 -0.38 -1.52
H 1.89 -1.42 -0.16
H 1.37 1.26 -0.42
H 0.05 0.62 -1.40
H -0.44 -1.00 0.37
H 0.48 -0.08 1.54
H -1.30 1.62 0.01
H -1.10 1.49 1.80
H -2.49 -1.11 0.86

(6)
14
Properties=species:S:1:pos:R:3 method="wB97M-V/def2-TZVPD" largest_force_ev_per_a=3.90 orbital_gap_ev=9.8 charge=0 de_lowest_ev=3.659
C -1.75 -0.42 0.02
C -1.12 -0.45 -0.98
C -0.79 -0.42 -2.37
C 0.43 1.22 2.13
P 1.94 1.66 1.54
H 1.55 -1.07 0.76
H -1.98 -0.27 1.12
H -1.75 -0.61 -2.88
H 0.01 -1.15 -2.55
H -0.46 0.49 -2.73
H -0.06 1.90 2.76
H 0.06 0.19 2.11
H 2.48 0.43 0.96
H 1.44 -1.50 0.11

(7)
14
Properties=species:S:1:pos:R:3 method="wB97M-V/def2-TZVPD" largest_force_ev_per_a=3.49 orbital_gap_ev="7.4 / 8.9" charge=0 de_lowest_ev=4.090
C -2.45 0.02 0.13
C -1.12 0.05 0.11
C 1.09 -1.50 0.11
C 1.09 1.55 0.19
P 0.38 0.01 0.99
H -3.04 -0.04 -0.81
H -2.83 -0.06 1.09
H -0.19 -0.28 -1.97
H 0.51 -1.59 -0.80
H 1.00 -2.37 0.80
H 2.15 -1.33 -0.11
H 0.44 2.24 0.74
H 0.89 1.44 -0.88
H 2.07 1.86 0.42

(8)
7
Properties=species:S:1:pos:R:3 method="wB97M-V/def2-TZVPD" largest_force_ev_per_a=4.41 smiles="S=C=C1C=C1Br" orbital_gap_ev=7.3 charge=0 de_lowest_ev=0.389
S 0.05 -1.29 -2.94
C 0.22 -0.66 -1.44
C 0.17 -0.18 -0.24
C -0.53 0.91 0.46
C 0.24 0.22 1.30
Br 1.29 -0.39 2.64
H -1.44 1.39 0.22

(9)
11
Properties=species:S:1:pos:R:3 method="wB97M-V/def2-TZVPD" largest_force_ev_per_a=4.23 orbital_gap_ev="4.7 / 5.3" charge=+3 spin_multiplicity=2 de_lowest_ev=0.221
O -0.95 2.90 -0.03
C -0.78 4.01 -0.18
C -0.82 -1.62 -0.51
C -1.87 -1.67 0.09
H -2.90 -1.68 0.42
Li -1.02 0.83 0.13
O 2.39 -1.28 0.25
C 1.29 -0.88 -0.14
O 0.86 0.28 0.14
O 0.47 -1.76 -0.75
Ce 3.33 0.87 0.59